C17H35I2N2O3PtSi3 as an isolated structure. Source: the Open Molecules 2025 dataset; level of theory: wB97M-V/def2-TZVPD.

Geometry (Å):
Pt -0.39 -0.19 0.19
C 3.00 -0.77 0.48
O 1.84 0.06 0.26
Si 1.83 1.76 0.23
C 2.82 2.38 -1.19
C 2.70 2.36 1.75
C -0.04 1.85 0.10
Si -0.82 2.72 1.64
C -2.59 3.24 1.37
C 0.10 4.33 1.88
C -0.62 1.66 3.18
Si -0.70 2.35 -1.63
C -0.15 1.04 -2.85
C -2.54 2.47 -1.82
C -0.02 4.03 -2.08
H 3.64 -0.77 -0.40
H 2.67 -1.79 0.69
H 3.56 -0.41 1.34
H 3.87 2.06 -1.06
H 2.83 3.48 -1.19
H 2.48 2.04 -2.17
H 3.72 1.96 1.73
H 2.22 2.05 2.68
H 2.78 3.45 1.74
H -2.60 4.21 0.85
H -3.06 3.38 2.35
H -3.21 2.54 0.80
H 0.34 4.81 0.92
H 1.02 4.22 2.45
H -0.56 5.01 2.43
H -0.22 0.67 2.96
H -1.58 1.53 3.69
H 0.07 2.14 3.89
H -0.65 0.08 -2.64
H 0.93 0.87 -2.86
H -0.45 1.34 -3.86
H -3.07 1.54 -1.61
H -2.73 2.73 -2.87
H -2.98 3.26 -1.20
H 1.06 4.02 -2.28
H -0.21 4.75 -1.28
H -0.53 4.39 -2.98
I -2.84 -0.29 0.81
I -5.79 -0.45 0.06
O -3.84 -3.15 -1.13
C -3.56 -4.33 -1.87
N -3.07 -5.44 -1.09
C -1.83 -5.56 -0.54
O -1.49 -6.48 0.17
C -0.85 -4.45 -0.85
C 0.25 -4.69 -1.65
C 1.14 -3.65 -1.91
C 0.90 -2.42 -1.34
N -0.14 -2.20 -0.52
C -1.00 -3.20 -0.28
H -4.66 -3.24 -0.65
H -2.80 -4.05 -2.59
H -4.43 -4.68 -2.41
H -3.72 -6.16 -0.80
H 0.40 -5.67 -2.08
H 2.00 -3.80 -2.55
H 1.55 -1.58 -1.54
H -1.83 -2.99 0.39

Properties
Charge ... +1
Kohn-Sham gap (spin up / spin down) ... 7.1 / 5.6 eV
Largest force on an atom ... 0.79 eV Å⁻¹
HOMO level (spin up / spin down) ... -0.417 / -0.428 Eh
LUMO energy (spin up / spin down) ... -4.19 / -6.04 eV
⟨S²⟩ ... 2.03
Spin multiplicity ... 3